Entry 1:
{"formula": "C21H56O21S7", "method": "the ωB97M-V functional and the def2-TZVPD basis", "smiles": "CCOS(C)(=O)=O.CCOS(C)(=O)=O.CCOS(C)(=O)=O.CCOS(C)(=O)=O.CCOS(C)(=O)=O.CCOS(C)(=O)=O.CCOS(C)(=O)=O", "homo_lumo_gap_ev": 11.08, "relative_energy_kcal_mol": 83.7, "total_energy_ev": -141523.0954, "symbols": ["S", "S", "S", "S", "S", "S", "S", "O", "O", "O", "O", "O", "O", "O", "O", "O", "O", "O", "O", "O", "O", "O", "O", "O", "O", "O", "O", "O", "C", "C", "C", "C", "C", "C", "C", "C", "C", "C", "C", "C", "C", "C", "C", "C", "C", "C", "C", "C", "C", "H", "H", "H", "H", "H", "H", "H", "H", "H", "H", "H", "H", "H", "H", "H", "H", "H", "H", "H", "H", "H", "H", "H", "H", "H", "H", "H", "H", "H", "H", "H", "H", "H", "H", "H", "H", "H", "H", "H", "H", "H", "H", "H", "H", "H", "H", "H", "H", "H", "H", "H", "H", "H", "H", "H", "H"], "coordinates": [[1.73, 3.82, 0.91], [-0.57, -4.62, 0.70], [3.12, -0.19, 5.94], [-0.99, -0.14, -2.16], [-2.22, -2.10, 4.59], [-0.13, -1.03, -7.42], [3.13, 2.82, -4.23], [1.78, 0.77, 6.16], [-2.43, -1.90, 6.26], [-0.05, -5.94, 1.12], [2.12, 5.33, 1.61], [-0.01, -2.27, -8.24], [0.97, 4.18, -0.27], [-3.14, -1.12, 3.98], [3.86, 0.24, 4.73], [-1.98, -1.01, -2.72], [3.72, -0.38, 7.24], [0.74, 0.14, -7.59], [-1.71, -0.40, -7.58], [1.18, 2.86, 1.91], [-0.73, -0.52, -0.56], [-1.66, -4.00, 1.44], [-0.76, -2.13, 4.28], [0.32, -0.04, -2.82], [1.88, 3.83, -4.79], [3.09, 2.72, -2.76], [4.32, 3.32, -4.94], [-1.20, -4.92, -0.78], [-2.95, -3.80, 4.43], [-2.66, -4.95, -2.61], [2.77, 6.64, 3.54], [0.63, 3.76, -4.16], [-1.48, -2.51, 7.13], [3.39, 3.16, 0.49], [-2.81, -1.21, -7.96], [0.22, -0.22, 1.46], [2.56, 1.26, -4.99], [-2.05, -3.85, 7.63], [-0.13, -1.47, -5.64], [-0.40, 1.80, 5.47], [0.93, 1.16, 5.05], [2.86, 5.27, 2.77], [0.90, -3.57, 0.09], [-1.75, 1.59, -1.89], [-3.85, -0.29, -8.54], [-2.20, -4.16, -1.35], [-0.30, 4.81, -4.76], [0.44, 0.00, 0.00], [2.18, -1.75, 5.55], [-3.92, -3.88, 4.90], [-1.02, 1.99, 4.60], [-1.63, -4.68, 7.07], [-3.49, -4.40, -3.06], [0.89, -1.38, -5.26], [0.70, 0.25, 4.49], [1.15, 0.07, 1.93], [-0.24, 2.72, 6.04], [1.50, 1.17, -4.73], [3.00, 7.48, 2.90], [2.89, -2.57, 5.66], [-1.26, 4.59, -4.30], [1.75, 6.83, 3.88], [-2.98, -4.19, 3.41], [0.19, 2.77, -4.31], [0.60, -2.70, -0.48], [1.40, -4.19, -0.65], [2.53, 4.42, 3.36], [1.34, -1.82, 6.25], [3.84, 4.01, -0.02], [-3.14, -3.84, 7.71], [-0.43, 4.78, -5.84], [-1.67, -3.33, -1.81], [-0.96, 1.07, 6.04], [-0.48, -2.59, 6.69], [-4.71, -0.87, -8.88], [0.66, 1.06, -0.15], [-2.44, -1.98, -8.63], [-3.38, 0.24, -9.37], [-0.83, -0.80, -5.13], [1.26, -0.57, -0.43], [-1.89, -5.06, -3.37], [-3.01, -3.86, -0.68], [1.87, -1.80, 4.51], [-0.59, 0.43, 1.80], [-2.28, -4.53, 4.89], [-1.09, 2.23, -1.32], [-0.10, 5.82, -4.39], [3.44, 6.68, 4.41], [-4.37, 0.47, -7.95], [-1.93, 2.01, -2.88], [0.03, -1.26, 1.70], [-1.66, -3.94, 8.65], [3.23, 2.32, -0.19], [2.72, 1.42, -6.05], [0.69, 3.93, -3.09], [3.90, 5.10, 2.49], [3.12, 0.41, -4.61], [-0.47, -2.50, -5.56], [-2.70, 1.48, -1.37], [3.88, 2.91, 1.43], [1.54, 1.80, 4.41], [-1.40, -1.79, 7.95], [-3.00, -5.93, -2.27], [-3.20, -1.76, -7.10], [1.46, -3.24, 0.97]]}

---

Entry 2:
{"formula": "C21H57Ba2F3N3O14S", "method": "the ωB97M-V functional and the def2-TZVPD basis", "homo_lumo_gap_ev": 4.11, "charge": 3, "total_energy_ev": -76187.8233, "symbols": ["Ba", "Ba", "S", "F", "F", "F", "O", "O", "O", "O", "O", "O", "O", "O", "O", "O", "O", "O", "O", "O", "N", "N", "N", "C", "C", "C", "C", "C", "C", "C", "C", "C", "C", "C", "C", "C", "C", "C", "C", "C", "C", "C", "C", "C", "H", "H", "H", "H", "H", "H", "H", "H", "H", "H", "H", "H", "H", "H", "H", "H", "H", "H", "H", "H", "H", "H", "H", "H", "H", "H", "H", "H", "H", "H", "H", "H", "H", "H", "H", "H", "H", "H", "H", "H", "H", "H", "H", "H", "H", "H", "H", "H", "H", "H", "H", "H", "H", "H", "H", "H", "H"], "coordinates": [[0.64, -4.66, 2.24], [-3.68, -3.19, 0.73], [-0.40, -1.63, -0.19], [-0.09, 0.70, 0.93], [-0.07, 0.78, -1.20], [1.64, -0.07, -0.26], [1.25, -2.50, 4.03], [-3.51, 1.68, -3.48], [0.29, -2.34, 0.89], [-4.48, -1.20, -1.18], [-4.41, -0.87, 2.32], [3.24, -4.18, 1.84], [-1.73, -1.01, 3.77], [4.48, 3.08, 2.33], [4.96, 0.07, 0.36], [2.25, 5.04, -1.26], [-1.82, -1.43, 0.10], [0.83, 0.24, 4.91], [-4.44, -3.97, -1.97], [-0.18, -2.29, -1.46], [-5.66, 1.23, -1.40], [2.02, 1.78, -2.88], [1.45, -4.60, -0.57], [5.15, 1.45, 0.71], [-4.49, -1.60, -2.53], [2.48, 5.44, 0.09], [1.99, 3.65, -1.36], [3.42, -3.52, 0.58], [4.28, -5.07, 2.28], [2.22, 3.27, -2.81], [-4.49, 2.16, -1.21], [1.05, 3.81, -3.67], [-3.92, -0.02, 3.39], [1.84, -0.08, 3.98], [4.26, 1.75, 1.90], [-3.65, 2.97, -4.09], [-3.29, 1.74, -2.08], [-3.81, -2.93, -2.73], [3.09, -3.45, -1.88], [0.35, 0.10, -0.16], [2.91, -4.31, -0.64], [-4.19, 2.38, 0.29], [-2.42, 0.17, 3.36], [2.31, -1.53, 4.11], [-3.97, 1.40, 0.70], [2.47, 6.53, 0.17], [1.57, 5.15, 0.62], [3.22, 3.50, -3.16], [-3.92, -4.75, -2.22], [3.50, -5.21, -0.76], [2.91, -2.55, 0.67], [-4.35, 0.95, 3.17], [0.13, 3.96, -3.08], [2.74, 3.19, -0.69], [-4.88, 3.07, -1.68], [-2.64, 3.32, -4.35], [0.01, -0.14, 4.58], [5.25, -4.58, 2.22], [-4.10, -0.40, 4.40], [-2.08, 0.59, 2.41], [-4.84, -0.25, -1.13], [1.50, 0.03, 2.94], [1.24, -5.32, -1.25], [-2.39, 2.33, -1.91], [2.28, -2.87, -2.31], [1.04, 3.37, -0.88], [2.68, 0.56, 4.20], [3.23, 1.61, 1.55], [-3.96, -3.15, -3.79], [-6.43, 1.71, -0.95], [-3.28, 2.97, 0.30], [3.93, -2.76, -1.77], [-5.37, -0.73, 2.25], [-4.11, -0.84, -3.22], [1.12, 1.54, -2.50], [6.18, 1.74, 0.92], [-2.73, -2.90, -2.53], [-3.01, 0.73, -1.77], [4.30, -5.98, 1.68], [4.41, 1.04, 2.72], [-5.84, 1.10, -2.40], [-4.09, 3.68, -3.40], [-2.05, -1.82, 3.36], [2.71, -1.62, 5.13], [4.09, -5.32, 3.32], [3.44, 5.05, 0.43], [0.70, -2.28, 4.80], [-5.10, 2.86, 0.64], [-5.53, -1.66, -2.88], [4.85, 2.02, -0.17], [4.33, 0.14, -0.36], [-2.09, 0.91, 4.09], [1.95, 1.48, -3.84], [1.23, 4.86, -3.94], [3.03, -1.72, 3.32], [4.43, -3.12, 0.43], [3.38, -4.07, -2.74], [-4.16, 2.88, -5.04], [0.89, -3.78, -0.75], [3.71, 3.35, 2.85], [0.78, 3.17, -4.50]]}

---

Entry 3:
{"formula": "C21H57F2N3O11S2", "method": "the ωB97M-V functional and the def2-TZVPD basis", "homo_lumo_gap_ev": 7.13, "total_energy_ev": -76794.3839, "symbols": ["S", "S", "F", "F", "O", "O", "O", "O", "O", "O", "O", "O", "O", "O", "O", "N", "N", "N", "C", "C", "C", "C", "C", "C", "C", "C", "C", "C", "C", "C", "C", "C", "C", "C", "C", "C", "C", "C", "C", "H", "H", "H", "H", "H", "H", "H", "H", "H", "H", "H", "H", "H", "H", "H", "H", "H", "H", "H", "H", "H", "H", "H", "H", "H", "H", "H", "H", "H", "H", "H", "H", "H", "H", "H", "H", "H", "H", "H", "H", "H", "H", "H", "H", "H", "H", "H", "H", "H", "H", "H", "H", "H", "H", "H", "H", "H"], "coordinates": [[1.50, 1.50, 3.47], [0.59, 0.05, 1.69], [-0.67, -0.91, 1.83], [1.98, 1.41, 5.00], [5.47, 1.15, -2.14], [1.53, -0.74, 1.00], [-0.20, -0.98, 5.40], [2.67, 1.69, 2.71], [-2.59, 5.06, 0.95], [2.65, -1.85, 4.37], [0.04, 1.21, 1.11], [0.55, 2.55, 3.52], [-0.58, -2.50, -5.21], [5.91, 0.02, 4.79], [-4.99, -0.35, 1.70], [-3.50, 4.91, -1.75], [0.90, 0.02, 3.36], [-1.33, -3.02, -4.11], [0.17, -2.01, -2.47], [-3.44, -3.23, -2.20], [-3.76, 0.35, 1.46], [-3.28, -4.21, -3.34], [-2.23, -4.78, -5.52], [-2.58, -3.62, -4.57], [-2.23, 4.29, -1.27], [-2.67, 4.79, 2.32], [-3.63, 0.53, -0.04], [-1.26, -2.09, -3.00], [4.09, -2.55, 2.54], [-2.42, 3.91, 0.16], [4.31, 0.70, -1.43], [-1.73, -0.67, -3.36], [4.64, 0.67, 0.05], [6.96, 2.20, 4.88], [2.83, -2.82, 3.36], [-3.53, -2.66, -5.29], [5.84, 1.36, 4.28], [-2.10, -2.62, -1.81], [-1.10, 5.30, -1.48], [-3.76, 1.33, 1.96], [-1.25, 6.15, -0.82], [-2.63, -5.03, -3.00], [0.84, -1.45, -3.13], [2.87, -3.83, 3.78], [0.05, -3.22, -5.38], [3.95, -1.68, 1.90], [4.87, 1.73, 4.62], [-1.73, 4.39, 2.73], [-5.73, 0.27, 1.62], [-1.52, -3.35, -1.24], [0.29, -0.61, 4.54], [-2.13, -4.39, -6.54], [-3.36, 3.35, 0.23], [4.04, -0.30, -1.77], [-2.89, 5.74, 2.80], [-3.47, 4.07, 2.56], [0.64, -2.99, -2.37], [-4.13, -2.04, -4.62], [7.92, 2.00, 4.42], [-4.18, -2.44, -2.40], [-2.32, -1.77, -1.16], [3.45, 1.36, -1.59], [-1.55, 0.05, -2.56], [-1.15, -0.31, -4.21], [-1.62, 3.29, 0.58], [4.85, 1.65, 0.49], [-3.77, 5.64, -1.11], [5.56, 0.64, -2.95], [5.56, 0.15, 0.34], [-3.88, -3.78, -1.36], [-2.62, 0.86, -0.32], [3.80, 0.17, 0.55], [-1.16, -0.98, 5.26], [-2.79, -0.65, -3.59], [-2.05, 3.39, -1.86], [-2.98, -5.56, -5.48], [-0.13, 4.84, -1.23], [-2.96, -0.24, 1.90], [6.28, -0.53, 4.09], [6.90, 2.13, 5.96], [-4.25, -3.14, -5.96], [0.19, -1.49, -1.51], [-3.28, 5.34, -2.64], [-2.98, -1.97, -5.94], [-4.22, -4.68, -3.65], [4.35, -3.42, 1.93], [4.93, -2.34, 3.21], [-3.78, -0.43, -0.52], [5.82, 1.41, 3.19], [2.12, -1.13, 4.01], [1.99, -2.85, 2.66], [-1.23, -5.15, -5.29], [0.02, -0.41, 6.17], [-4.34, 1.24, -0.46], [-0.98, 5.61, -2.52], [6.71, 3.26, 4.70]]}

---

Entry 4:
{"formula": "C21H58N7O4P2", "method": "the ωB97M-V functional and the def2-TZVPD basis", "homo_lumo_gap_ev": 6.95, "charge": 1, "total_energy_ev": -59905.1219, "symbols": ["P", "P", "O", "O", "O", "O", "N", "N", "N", "N", "N", "N", "N", "C", "C", "C", "C", "C", "C", "C", "C", "C", "C", "C", "C", "C", "C", "C", "C", "C", "C", "C", "C", "C", "H", "H", "H", "H", "H", "H", "H", "H", "H", "H", "H", "H", "H", "H", "H", "H", "H", "H", "H", "H", "H", "H", "H", "H", "H", "H", "H", "H", "H", "H", "H", "H", "H", "H", "H", "H", "H", "H", "H", "H", "H", "H", "H", "H", "H", "H", "H", "H", "H", "H", "H", "H", "H", "H", "H", "H", "H", "H"], "coordinates": [[2.28, -4.63, 1.37], [-1.16, 3.52, -3.93], [-0.99, 3.44, 7.12], [2.61, -3.41, 2.17], [-0.32, 3.99, 5.97], [-1.33, 3.08, -2.52], [1.69, -4.00, -0.09], [0.99, -5.21, 2.44], [-2.38, 2.70, -4.77], [2.63, -6.26, 0.85], [0.43, 2.88, -4.29], [0.93, 2.15, 5.16], [-1.02, 4.93, -4.91], [-3.72, 3.11, -4.37], [0.72, 0.91, 3.01], [-0.85, 6.14, -4.09], [-2.77, 0.92, 0.91], [-0.10, 4.96, -6.03], [0.97, 2.26, 3.66], [0.95, 3.52, 5.83], [-0.21, 0.48, 0.68], [1.62, -7.31, 0.91], [3.88, -6.75, 1.45], [1.15, -4.76, 3.82], [0.59, 1.72, -5.16], [-2.36, 2.28, -6.16], [-2.91, 0.00, 2.13], [0.97, 1.00, 1.49], [2.74, -3.39, -0.90], [1.23, 2.67, -3.09], [-1.37, 1.50, 0.68], [-3.38, 0.73, 3.40], [0.65, -4.57, -0.92], [-0.41, -5.04, 2.08], [-1.62, 6.19, -3.31], [1.64, 1.42, -5.16], [-0.22, -4.86, -0.35], [1.46, 4.20, 5.15], [-3.43, 1.77, 1.08], [1.90, 0.51, 1.22], [-0.35, 2.89, 7.60], [2.29, -2.76, -1.68], [0.98, 1.74, -2.57], [-2.54, 3.11, -6.86], [-0.50, -0.52, 0.99], [-3.98, 4.10, -4.77], [-0.67, -4.00, 1.85], [0.31, -3.80, -1.62], [2.29, 2.62, -3.38], [1.12, 2.06, 1.24], [-4.46, 2.39, -4.71], [-0.24, 5.92, -6.53], [-1.43, 1.79, -6.43], [-2.01, -0.57, 2.36], [0.10, 1.63, 5.45], [-1.04, -5.36, 2.92], [0.15, 0.38, -0.34], [-4.44, 0.54, 3.58], [1.30, -7.55, 1.93], [1.52, 3.50, 6.76], [-2.87, 0.31, 4.27], [1.45, 0.22, 3.44], [0.75, -7.09, 0.30], [-0.71, -5.68, 1.26], [1.12, 3.49, -2.39], [3.36, -2.74, -0.29], [0.95, 4.87, -5.74], [-3.79, 3.16, -3.28], [2.19, -4.82, 4.14], [2.08, -8.21, 0.48], [-3.67, -0.75, 1.89], [-3.14, 1.54, -6.31], [-3.16, 0.43, 0.01], [4.20, -7.69, 0.98], [0.81, -3.73, 3.98], [3.38, -4.13, -1.39], [0.00, 0.85, -4.83], [-0.29, 0.57, 3.21], [1.76, 1.64, 5.46], [-1.16, 2.30, 1.39], [0.13, 6.17, -3.59], [-1.36, 1.97, -0.30], [-0.33, 4.20, -6.78], [0.36, 1.94, -6.20], [4.68, -6.03, 1.30], [-3.20, 1.81, 3.38], [1.93, 2.67, 3.37], [0.57, -5.42, 4.48], [3.78, -6.93, 2.53], [-0.95, 7.04, -4.70], [0.99, -5.43, -1.52], [0.22, 2.98, 3.34]]}

---

Entry 5:
{"formula": "C21H59N3O10", "method": "the ωB97M-V functional and the def2-TZVPD basis", "smiles": "COCCNCCOC.COCCNCCOC.COCCNCCOC.CC(C)O.O.O.O", "homo_lumo_gap_ev": 9.56, "relative_energy_kcal_mol": 43.2, "total_energy_ev": -47674.7845, "symbols": ["O", "O", "O", "O", "O", "O", "O", "O", "O", "O", "N", "N", "N", "C", "C", "C", "C", "C", "C", "C", "C", "C", "C", "C", "C", "C", "C", "C", "C", "C", "C", "C", "C", "C", "H", "H", "H", "H", "H", "H", "H", "H", "H", "H", "H", "H", "H", "H", "H", "H", "H", "H", "H", "H", "H", "H", "H", "H", "H", "H", "H", "H", "H", "H", "H", "H", "H", "H", "H", "H", "H", "H", "H", "H", "H", "H", "H", "H", "H", "H", "H", "H", "H", "H", "H", "H", "H", "H", "H", "H", "H", "H", "H"], "coordinates": [[3.01, 2.02, -1.10], [-4.07, -0.19, -0.01], [3.93, -0.77, 1.17], [-1.16, 4.11, 1.08], [0.22, -3.46, 1.76], [-0.87, -0.05, 5.47], [0.24, 0.60, -0.74], [1.37, -1.64, 0.36], [-2.22, 0.44, -4.19], [1.37, -0.40, -3.46], [-2.30, -2.35, 1.06], [3.70, -0.83, -1.77], [0.40, 1.78, 3.47], [-0.63, -4.14, 0.85], [-1.67, -0.18, 6.57], [-1.67, 1.80, -4.19], [4.81, -1.34, -0.96], [-1.44, 0.29, 4.20], [-0.34, 0.59, 3.22], [-2.71, -0.24, -0.27], [3.62, -1.34, -3.13], [-0.18, 3.16, 1.57], [-0.10, -3.47, 3.13], [-4.63, 1.11, 0.29], [-2.64, 2.87, -4.43], [3.75, 0.20, 2.23], [-2.10, -3.75, 0.98], [-0.39, 3.00, 3.07], [5.07, -0.49, 0.31], [-0.52, 1.83, -5.24], [-2.22, -1.66, -0.24], [0.56, -1.59, -3.51], [-1.40, 3.91, -0.32], [2.69, -0.52, -3.95], [3.11, 0.50, -3.99], [3.47, -2.47, -3.19], [2.82, -0.97, -1.26], [4.61, -2.40, -0.69], [0.79, 3.60, 1.46], [-0.80, 0.60, 2.30], [-0.49, -1.27, -3.47], [2.64, 0.25, 2.41], [-1.95, -0.56, 3.76], [-2.25, 1.10, 4.25], [4.29, -0.03, 3.10], [-4.45, 1.88, -0.48], [-5.69, 0.99, 0.47], [-1.44, 2.80, 3.27], [-1.02, -0.12, 7.41], [0.62, 0.42, -1.64], [-1.91, 2.97, -0.50], [0.26, 1.21, -4.84], [-1.26, -1.67, -0.68], [-2.48, -4.19, 1.88], [-2.50, 0.18, -1.26], [5.66, -1.32, -1.63], [-0.01, 3.84, 3.62], [2.24, -1.48, 0.78], [-1.06, -2.99, 3.38], [0.50, 1.87, 4.44], [-3.16, 2.73, -5.41], [-1.98, 4.78, -0.73], [-0.80, 1.44, -6.21], [-4.27, 1.51, 1.31], [2.61, -1.02, -5.01], [-2.88, -2.16, -1.02], [-0.54, -5.22, 0.93], [-2.20, 0.39, 0.44], [2.16, 1.75, -0.74], [0.50, -0.20, -0.29], [3.28, 1.26, -1.61], [-0.48, 3.98, -0.86], [-2.39, 0.62, 6.60], [-2.23, 0.13, -5.12], [-2.69, -4.28, 0.18], [-2.11, 3.82, -4.55], [-3.41, 2.96, -3.69], [0.65, -2.86, 3.62], [0.72, -2.00, -4.50], [5.07, 0.54, 0.10], [5.92, -0.90, 0.83], [-2.23, -1.18, 6.55], [0.85, -2.23, -2.67], [-0.16, -4.52, 3.46], [4.07, 1.16, 1.77], [-1.34, 1.93, -3.16], [0.82, -2.08, 1.01], [-0.22, -3.88, -0.15], [-0.19, 2.17, 1.00], [-0.25, 2.88, -5.28], [-3.16, -2.10, 1.49], [0.29, -0.32, 3.18], [4.56, -1.13, -3.64]]}